[1]
{"formula": "C21H25N3O4", "method": "ωB97M-V/def2-TZVPD", "gap_ev": 8.70, "lumo_energy_ev": 0.7, "homo_ev": -7.97, "species": ["C", "C", "O", "C", "O", "N", "C", "C", "N", "C", "C", "O", "N", "C", "C", "C", "C", "O", "C", "C", "C", "C", "C", "C", "C", "C", "C", "C", "H", "H", "H", "H", "H", "H", "H", "H", "H", "H", "H", "H", "H", "H", "H", "H", "H", "H", "H", "H", "H", "H", "H", "H", "H"], "xyz": [[-1.43, -4.09, -0.49], [-2.42, -3.43, 0.44], [-2.96, -2.29, -0.23], [-4.00, -1.69, 0.41], [-4.42, -2.04, 1.48], [-4.52, -0.67, -0.32], [-3.91, -0.14, -1.52], [-3.74, 1.38, -1.36], [-3.57, 1.66, 0.06], [-2.86, 2.89, 0.34], [-1.36, 2.73, 0.06], [-0.65, 3.66, -0.24], [-0.97, 1.44, 0.22], [0.28, 0.86, 0.05], [1.42, 1.59, -0.27], [2.64, 0.95, -0.42], [2.74, -0.42, -0.26], [3.90, -1.12, -0.46], [5.11, -0.58, -0.13], [6.21, -0.98, -0.87], [7.47, -0.52, -0.55], [7.64, 0.35, 0.52], [6.55, 0.74, 1.27], [5.28, 0.28, 0.95], [1.59, -1.16, 0.04], [0.38, -0.52, 0.19], [-4.82, 1.49, 0.77], [-5.50, 0.20, 0.29], [-0.64, -3.40, -0.77], [-1.93, -4.42, -1.40], [-0.98, -4.95, 0.00], [-1.94, -3.10, 1.37], [-3.24, -4.11, 0.71], [-4.55, -0.36, -2.38], [-2.95, -0.62, -1.67], [-2.85, 1.72, -1.90], [-4.60, 1.93, -1.77], [-2.97, 3.12, 1.40], [-3.24, 3.75, -0.23], [-1.73, 0.81, 0.44], [1.35, 2.66, -0.39], [3.51, 1.53, -0.68], [6.06, -1.66, -1.69], [8.32, -0.84, -1.13], [8.63, 0.72, 0.77], [6.67, 1.41, 2.10], [4.43, 0.58, 1.55], [1.68, -2.23, 0.16], [-0.51, -1.10, 0.42], [-4.59, 1.42, 1.84], [-5.50, 2.35, 0.62], [-6.27, 0.42, -0.46], [-5.96, -0.34, 1.12]], "mulliken_charge": [-1.119, -0.400, -0.302, 0.792, -0.658, 0.118, -0.820, -0.693, 0.257, -0.869, 0.608, -0.678, -0.091, 0.467, -0.507, -0.253, 0.387, -0.481, 0.502, -0.610, -0.432, -0.519, -0.605, -0.165, -1.031, -0.276, -0.828, -0.978, 0.197, 0.321, 0.400, 0.312, 0.439, 0.308, 0.435, 0.359, 0.388, 0.380, 0.375, -0.062, 0.530, 0.522, 0.401, 0.374, 0.377, 0.360, 0.462, 0.459, 0.273, 0.484, 0.307, 0.375, 0.407]}

[2]
{"formula": "C3H11NSi", "method": "ωB97M-V/def2-TZVPD", "gap_ev": 8.32, "lumo_energy_ev": 0.2, "homo_ev": -8.09, "species": ["C", "Si", "C", "H", "H", "H", "H", "H", "H", "C", "N", "H", "H", "H", "H", "H"], "xyz": [[0.48, 0.36, 3.05], [-0.64, 0.51, 1.67], [-1.71, -1.10, 1.39], [0.44, -0.54, 3.73], [1.43, 0.81, 3.09], [-1.31, 1.66, 0.99], [-1.15, -1.84, 1.86], [-2.73, -1.05, 1.71], [-1.75, -1.50, 0.36], [1.29, 0.78, -2.13], [0.48, -0.26, -2.89], [2.00, 1.32, -2.68], [0.56, 1.51, -1.82], [1.65, 0.12, -1.33], [-0.07, 0.20, -3.69], [1.03, -1.00, -3.28]], "mulliken_charge": [-0.721, 0.365, -1.086, 0.210, 0.312, -0.064, 0.315, 0.334, 0.332, -0.632, -0.538, 0.289, 0.217, 0.253, 0.206, 0.208]}

[3]
{"formula": "C4H10N", "method": "ωB97M-V/def2-TZVPD", "gap_ev": 7.75, "lumo_energy_ev": -5.7, "homo_ev": -13.44, "total_charge": 1, "species": ["C", "N", "H", "H", "H", "H", "C", "C", "C", "H", "H", "H", "H", "H", "H"], "xyz": [[1.25, 1.47, -1.96], [1.36, 0.27, -1.55], [0.93, 2.29, -1.32], [1.29, 1.68, -3.03], [1.71, -0.40, -2.24], [1.42, 0.02, -0.56], [-2.15, -0.46, 1.09], [-0.79, -1.04, 1.18], [0.31, -0.33, 1.44], [-2.88, -1.03, 1.67], [-2.36, 0.58, 1.34], [-2.46, -0.58, 0.04], [-0.78, -2.12, 1.14], [1.29, -0.75, 1.64], [0.20, 0.72, 1.67]], "mulliken_charge": [-0.071, -0.057, 0.288, 0.276, 0.307, 0.253, -1.055, 0.427, -1.488, 0.310, 0.342, 0.262, 0.351, 0.534, 0.322]}

[4]
{"formula": "C8H14NO2", "method": "ωB97M-V/def2-TZVPD", "gap_ev": [8.28, 5.90], "lumo_energy_ev": [-3.9, -4.7], "homo_ev": [-12.16, -10.61], "total_charge": 1, "species": ["C", "C", "C", "C", "C", "C", "C", "C", "N", "O", "O", "H", "H", "H", "H", "H", "H", "H", "H", "H", "H", "H", "H", "H", "H"], "xyz": [[1.82, -1.12, -2.22], [0.82, -1.00, -1.20], [-1.69, -2.11, 2.74], [-0.78, 0.35, 0.17], [0.44, 0.27, -0.78], [-0.76, -0.32, 1.47], [0.14, 2.09, -2.53], [0.95, 1.53, -1.31], [0.14, 0.19, 2.46], [-1.19, -1.76, 3.94], [-1.50, -1.36, 1.64], [1.99, -2.05, -2.63], [2.45, -0.30, -2.63], [0.30, -1.80, -0.79], [-2.00, -3.05, 2.39], [-0.99, 1.44, 0.39], [-1.57, 0.07, -0.59], [-0.93, 1.86, -2.42], [0.35, 1.59, -3.48], [0.33, 3.03, -2.78], [0.76, 2.17, -0.44], [2.03, 1.61, -1.64], [0.53, 1.04, 2.14], [-0.01, -0.08, 3.42], [-1.62, -2.29, 4.66]], "mulliken_charge": [-1.038, -0.200, -0.015, -1.104, 0.452, 0.597, -1.190, -0.460, -0.321, -0.474, -0.212, 0.350, 0.229, 0.432, 0.458, 0.522, 0.363, 0.296, 0.305, 0.492, 0.231, 0.395, 0.249, 0.256, 0.387]}

[5]
{"formula": "C28H72F12N6O18S4", "method": "ωB97M-V/def2-TZVPD", "gap_ev": 5.56, "lumo_energy_ev": -5.9, "homo_ev": -11.50, "total_charge": 2, "species": ["C", "C", "C", "O", "C", "N", "H", "H", "H", "H", "H", "H", "H", "H", "H", "H", "H", "H", "C", "C", "C", "O", "C", "N", "H", "H", "H", "H", "H", "H", "H", "H", "H", "H", "H", "H", "C", "C", "C", "O", "C", "N", "H", "H", "H", "H", "H", "H", "H", "H", "H", "H", "H", "H", "C", "C", "C", "O", "C", "N", "H", "H", "H", "H", "H", "H", "H", "H", "H", "H", "H", "H", "C", "C", "C", "O", "C", "N", "H", "H", "H", "H", "H", "H", "H", "H", "H", "H", "H", "H", "C", "C", "C", "O", "C", "N", "H", "H", "H", "H", "H", "H", "H", "H", "H", "H", "H", "H", "C", "F", "F", "F", "S", "O", "O", "O", "C", "F", "F", "F", "S", "O", "O", "O", "C", "F", "F", "F", "S", "O", "O", "O", "C", "F", "F", "F", "S", "O", "O", "O"], "xyz": [[7.61, -2.82, 4.47], [6.52, -2.98, 3.43], [5.19, -3.50, 3.93], [4.21, -3.34, 2.93], [2.89, -3.56, 3.48], [6.25, -1.57, 2.83], [5.43, -1.65, 2.21], [6.15, -0.85, 3.54], [7.07, -1.35, 2.25], [7.68, -3.75, 5.04], [7.41, -2.01, 5.17], [8.54, -2.56, 3.97], [6.88, -3.49, 2.54], [4.93, -2.95, 4.85], [5.38, -4.55, 4.19], [2.18, -3.61, 2.65], [2.56, -2.73, 4.12], [2.91, -4.52, 4.01], [-2.17, 1.14, 0.65], [-1.42, 1.01, -0.64], [-0.76, -0.34, -0.85], [0.38, -0.37, 0.03], [1.19, -1.49, -0.08], [-2.24, 1.34, -1.84], [-2.81, 0.55, -2.19], [-2.81, 2.20, -1.67], [-1.55, 1.67, -2.54], [-2.92, 0.37, 0.84], [-2.47, 2.16, 0.87], [-1.49, 0.91, 1.48], [-0.65, 1.78, -0.72], [-0.45, -0.45, -1.89], [-1.49, -1.11, -0.56], [1.77, -1.41, -1.01], [0.71, -2.47, -0.22], [1.77, -1.45, 0.84], [4.33, -0.20, -4.61], [3.01, -0.98, -4.49], [2.31, -1.18, -5.81], [1.22, -2.05, -5.73], [0.19, -1.62, -4.86], [3.26, -2.29, -3.79], [4.04, -2.81, -4.21], [3.42, -2.14, -2.79], [2.41, -2.88, -3.83], [4.74, 0.17, -3.67], [4.27, 0.58, -5.35], [5.17, -0.87, -4.87], [2.59, -0.33, -3.73], [3.03, -1.54, -6.55], [1.97, -0.19, -6.14], [-0.75, -2.09, -5.14], [-0.03, -0.55, -4.91], [0.44, -1.86, -3.81], [2.39, 1.30, 2.51], [1.07, 1.40, 3.24], [0.34, 0.11, 3.49], [-0.92, 0.53, 3.95], [-1.82, -0.53, 4.15], [1.28, 2.16, 4.51], [1.92, 2.95, 4.41], [0.36, 2.49, 4.85], [1.68, 1.61, 5.28], [2.24, 0.92, 1.50], [3.08, 0.55, 2.93], [2.96, 2.22, 2.36], [0.42, 2.04, 2.63], [0.83, -0.50, 4.27], [0.26, -0.42, 2.53], [-2.83, -0.14, 4.25], [-1.60, -1.05, 5.09], [-1.77, -1.25, 3.33], [-3.15, -5.59, 0.16], [-3.47, -7.05, -0.03], [-4.91, -7.49, 0.02], [-4.90, -8.86, 0.21], [-6.21, -9.43, 0.23], [-2.68, -7.66, -1.19], [-3.17, -7.55, -2.09], [-1.80, -7.15, -1.29], [-2.55, -8.66, -1.03], [-3.84, -5.09, 0.85], [-3.33, -5.10, -0.80], [-2.20, -5.39, 0.66], [-3.01, -7.65, 0.76], [-5.43, -7.13, -0.89], [-5.41, -7.04, 0.89], [-6.74, -9.12, -0.68], [-6.79, -9.00, 1.06], [-6.17, -10.51, 0.23], [-0.73, 7.17, 0.81], [-0.38, 6.45, -0.47], [0.85, 7.06, -1.13], [1.14, 6.24, -2.26], [2.37, 6.49, -2.85], [-0.19, 4.97, -0.16], [0.72, 4.76, 0.26], [-0.90, 4.78, 0.57], [-0.23, 4.32, -0.97], [-1.73, 6.95, 1.15], [-0.71, 8.25, 0.64], [-0.03, 6.98, 1.63], [-1.22, 6.52, -1.16], [1.69, 7.09, -0.41], [0.57, 8.04, -1.54], [2.83, 5.60, -3.27], [3.12, 6.76, -2.09], [2.43, 7.23, -3.65], [-3.26, -3.48, -3.09], [-4.02, -4.46, -2.56], [-2.28, -3.28, -2.18], [-2.71, -3.97, -4.19], [-4.38, -1.95, -3.41], [-4.19, -1.68, -4.81], [-5.66, -2.52, -3.07], [-3.97, -0.89, -2.49], [-4.91, 5.47, -0.13], [-5.93, 6.20, -0.59], [-4.18, 6.24, 0.67], [-5.43, 4.45, 0.59], [-3.91, 4.78, -1.56], [-3.02, 3.79, -0.91], [-4.90, 4.15, -2.37], [-3.20, 5.93, -2.06], [2.46, 2.83, -1.75], [2.55, 4.10, -1.46], [3.66, 2.33, -2.13], [2.09, 2.17, -0.62], [1.25, 2.56, -3.15], [0.10, 3.28, -2.61], [1.79, 3.17, -4.33], [0.96, 1.11, -3.21], [-3.39, 4.25, 4.37], [-3.44, 3.00, 4.81], [-4.27, 4.44, 3.38], [-3.73, 5.08, 5.34], [-1.70, 4.67, 3.67], [-0.73, 4.00, 4.54], [-1.67, 4.16, 2.30], [-1.68, 6.10, 3.75]], "mulliken_charge": [-1.317, 0.107, -0.733, -0.341, -0.720, -0.298, 0.273, 0.364, 0.405, 0.369, 0.405, 0.428, 0.368, 0.378, 0.441, 0.184, 0.295, 0.401, -1.246, 2.251, -0.786, 0.526, -0.251, 0.591, 0.504, 0.103, 0.305, 0.480, 0.053, 0.051, -1.151, -0.417, 0.438, -0.397, 0.340, 0.082, -1.609, 0.820, -0.789, -0.472, -0.379, -0.089, 0.386, 0.341, 0.374, 0.312, 0.384, 0.474, -0.204, 0.387, 0.440, 0.317, 0.265, -0.029, -1.290, 1.168, -0.263, -0.251, -0.847, 0.057, 0.401, 0.437, 0.404, -0.046, 0.219, 0.509, -0.696, 0.424, 0.013, 0.265, 0.325, 0.288, -1.292, 0.181, -0.805, -0.345, -0.728, -0.225, 0.361, 0.336, 0.393, 0.425, 0.135, 0.436, 0.306, 0.487, 0.459, 0.329, 0.295, 0.268, -1.579, 0.813, -0.898, -0.142, -0.850, 1.117, 0.436, -0.156, -0.264, 0.206, 0.555, 0.336, 0.152, 0.411, 0.405, 0.168, 0.377, 0.310, 0.524, -0.330, -0.212, -0.258, 1.139, -0.657, -0.673, -0.740, 0.622, -0.240, -0.212, -0.234, 1.261, -0.992, -0.702, -0.755, 0.546, -0.100, -0.261, -0.225, 0.625, -0.696, -0.683, -0.337, 0.562, -0.214, -0.209, -0.230, 0.991, -0.876, -0.688, -0.695]}

[6]
{"formula": "CHFINO", "method": "ωB97M-V/def2-TZVPD", "gap_ev": 8.80, "lumo_energy_ev": -0.9, "homo_ev": -9.69, "species": ["N", "C", "F", "O", "I", "H"], "xyz": [[0.92, -1.52, -1.29], [-0.16, -1.15, -1.32], [-1.28, -0.57, -1.20], [-0.06, 1.42, 0.78], [-0.19, 0.75, 2.63], [0.77, 1.07, 0.40]], "mulliken_charge": [-0.300, 0.462, -0.146, -0.650, 0.260, 0.374]}

Summary of E in hartree
-1280.48995 -465.02644 -212.84253 -518.03897 -5583.40758 -566.16784
(order as listed above)
Summary of energy above the lowest of the compared OMol25 structures with the same formula, charge and spin in kcal per mole
43.81 72.21 48.83 107.84 1.87 3.55
(order as listed above)